[1]
Formula: C7H10NOS
Source: OMol25
Level of theory: the ωB97M-V functional and the def2-TZVPD basis

* HOMO energy (alpha / beta): -13.0 / -13.0 eV
* relative energy (zero: lowest compared OMol25 entry of this formula, charge and spin): 531.6 kJ/mol
* 2S+1: 1
* charge: +1
* largest force on an atom: 4.17 eV/Å
* Kohn-Sham gap (alpha / beta): 0.27713 / 0.27712 Ha
* LUMO energy (alpha / beta): -5.433 / -5.432 eV

Geometry (Å):
C1 0.81 0.78 -0.07
C2 1.99 0.24 -0.20
C3 -0.88 -1.77 0.27
C4 -0.43 0.43 -0.79
C5 2.41 -0.89 -1.15
C6 -1.45 -0.57 -0.06
C7 -1.94 0.05 1.34
N1 2.49 -2.29 -0.76
O1 1.99 -2.78 0.21
S1 -0.25 -3.09 0.63
H1 0.72 1.38 0.82
H2 2.80 0.52 0.53
H3 -1.08 1.26 -0.82
H4 -0.36 0.12 -1.82
H5 1.67 -0.80 -1.88
H6 3.43 -0.65 -1.33
H7 -2.28 -0.69 -0.77
H8 -1.23 -0.22 2.08
H9 -2.97 -0.46 1.73
H10 -2.21 1.06 1.12

The molecule's Löwdin atomic charges, reported in e, are given here: atom 1 (C): -0.12, atom 2 (C): -0.07, atom 3 (C): -0.47, atom 4 (C): -0.12, atom 5 (C): -0.14, atom 6 (C): -0.35, atom 7 (C): 0.00, atom 8 (N): 0.00, atom 9 (O): -0.17, atom 10 (S): 1.24, atom 11 (H): 0.12, atom 12 (H): 0.14, atom 13 (H): 0.11, atom 14 (H): 0.13, atom 15 (H): 0.10, atom 16 (H): 0.12, atom 17 (H): 0.17, atom 18 (H): 0.07, atom 19 (H): 0.15, atom 20 (H): 0.08



[2]
Formula: C22H20O6OsSi
Source: OMol25
Level of theory: the ωB97M-V functional and the def2-TZVPD basis

* HOMO energy: -14.4 eV
* 2S+1: 1
* charge: +2
* largest force on an atom: 1.97 eV/Å
* Kohn-Sham gap: 0.18211 Ha
* LUMO energy: -9.408 eV

Geometry (Å):
Os1 1.73 -0.68 -0.59
O1 2.73 1.04 -4.26
C1 2.43 0.25 -3.29
O2 2.34 0.63 -2.11
C2 2.18 -1.18 -3.67
O3 2.14 -1.97 -2.47
C3 3.34 -2.75 -2.21
C4 4.25 -1.97 -1.28
O4 5.43 -1.96 -1.28
O5 3.48 -1.29 -0.35
H1 2.86 1.96 -3.97
H2 1.21 -1.24 -4.15
H3 2.94 -1.53 -4.37
H4 3.02 -3.66 -1.72
H5 3.86 -3.00 -3.14
O6 -0.02 -0.35 -0.88
Si1 -1.04 0.26 0.37
C5 -1.67 1.92 -0.03
C6 -1.34 2.58 -1.23
C7 -1.83 3.85 -1.49
C8 -2.64 4.48 -0.55
C9 -2.96 3.85 0.64
C10 -2.48 2.57 0.90
C11 0.38 0.31 1.62
C12 1.27 -0.83 1.55
C13 2.44 -0.88 2.36
C14 2.76 0.18 3.16
C15 1.91 1.30 3.20
C16 0.75 1.37 2.44
C17 -2.30 -0.97 0.88
C18 -2.93 -1.81 -0.05
C19 -3.88 -2.72 0.37
C20 -4.21 -2.81 1.71
C21 -3.59 -1.99 2.65
C22 -2.63 -1.08 2.23
H6 -0.73 2.08 -1.97
H7 -1.59 4.34 -2.42
H8 -3.02 5.47 -0.75
H9 -3.59 4.34 1.36
H10 -2.78 2.08 1.82
H11 0.83 -1.80 1.25
H12 3.07 -1.77 2.35
H13 3.65 0.16 3.77
H14 2.16 2.13 3.85
H15 0.12 2.25 2.48
H16 -2.69 -1.73 -1.11
H17 -4.37 -3.36 -0.35
H18 -4.96 -3.52 2.04
H19 -3.85 -2.06 3.69
H20 -2.16 -0.45 2.98

The molecule's Löwdin atomic charges, reported in e, are given here: atom 1 (Os): 1.79, atom 2 (O): 0.27, atom 3 (C): -0.41, atom 4 (O): -0.01, atom 5 (C): -0.02, atom 6 (O): -0.19, atom 7 (C): -0.03, atom 8 (C): -0.48, atom 9 (O): 0.23, atom 10 (O): -0.23, atom 11 (H): 0.19, atom 12 (H): 0.18, atom 13 (H): 0.17, atom 14 (H): 0.16, atom 15 (H): 0.16, atom 16 (O): -0.42, atom 17 (Si): 0.59, atom 18 (C): -0.25, atom 19 (C): -0.09, atom 20 (C): -0.06, atom 21 (C): -0.05, atom 22 (C): -0.05, atom 23 (C): -0.08, atom 24 (C): -0.21, atom 25 (C): -0.30, atom 26 (C): -0.04, atom 27 (C): -0.01, atom 28 (C): 0.03, atom 29 (C): -0.03, atom 30 (C): -0.25, atom 31 (C): -0.08, atom 32 (C): -0.06, atom 33 (C): -0.05, atom 34 (C): -0.06, atom 35 (C): -0.09, atom 36 (H): 0.09, atom 37 (H): 0.11, atom 38 (H): 0.12, atom 39 (H): 0.12, atom 40 (H): 0.11, atom 41 (H): 0.14, atom 42 (H): 0.13, atom 43 (H): 0.13, atom 44 (H): 0.14, atom 45 (H): 0.12, atom 46 (H): 0.11, atom 47 (H): 0.12, atom 48 (H): 0.12, atom 49 (H): 0.12, atom 50 (H): 0.11



[3]
Formula: C12H14BaF14N2O14PS4
Source: OMol25
Level of theory: the ωB97M-V functional and the def2-TZVPD basis

* HOMO energy: -7.4 eV
* relative energy (zero: lowest compared OMol25 entry of this formula, charge and spin): 0.0 kJ/mol
* 2S+1: 1
* charge: -1
* largest force on an atom: 3.21 eV/Å
* Kohn-Sham gap: 0.29930 Ha
* LUMO energy: 0.706 eV

Geometry (Å):
Ba1 -7.32 2.62 -25.94
P1 -5.90 2.12 -29.41
F1 -7.29 1.67 -28.71
F2 -6.57 2.24 -30.84
F3 -6.23 3.70 -29.18
F4 -4.44 2.51 -30.00
F5 -5.26 2.14 -27.89
F6 -5.52 0.59 -29.59
C1 -8.99 6.48 -27.86
F7 -8.01 7.02 -27.14
F8 -9.93 7.39 -28.05
F9 -8.51 6.08 -29.03
S1 -9.76 5.01 -26.98
O1 -11.09 5.38 -26.64
O2 -9.59 3.86 -27.81
N1 -8.75 4.83 -25.64
S2 -9.07 5.88 -24.46
O3 -7.91 6.11 -23.67
O4 -9.88 7.00 -24.80
C2 -10.15 4.87 -23.39
F10 -9.50 3.72 -23.09
F11 -10.43 5.50 -22.27
F12 -11.28 4.52 -23.99
N2 -5.47 0.95 -25.16
S3 -5.14 -0.58 -25.55
O5 -5.06 -1.46 -24.45
O6 -4.26 -0.74 -26.65
F13 -6.58 -0.94 -26.18
S4 -4.02 1.46 -24.57
O7 -3.07 1.87 -25.53
O8 -3.61 0.86 -23.37
F14 -4.62 2.89 -24.10
C3 -9.31 -0.22 -27.28
O9 -9.40 1.13 -26.84
C4 -10.43 1.29 -25.90
C5 -10.11 0.64 -24.56
O10 -8.78 1.00 -24.22
C6 -8.16 0.00 -23.42
H1 -9.08 -0.90 -26.46
H2 -8.51 -0.29 -28.01
H3 -10.24 -0.52 -27.77
H4 -11.40 0.97 -26.30
H5 -10.52 2.36 -25.66
H6 -10.17 -0.45 -24.65
H7 -10.83 0.96 -23.80
H8 -8.20 -0.98 -23.91
H9 -8.61 -0.02 -22.43
H10 -7.11 0.26 -23.32
C7 -3.77 5.60 -25.21
C8 -2.61 6.22 -25.07
C9 -1.73 6.55 -26.25
O11 -0.66 7.10 -26.02
C10 -2.20 6.18 -27.56
C11 -3.37 5.54 -27.72
C12 -4.25 5.22 -26.52
O12 -5.33 4.68 -26.68
O13 -3.77 5.14 -28.90
O14 -2.14 6.66 -23.90
H11 -4.39 5.42 -24.35
H12 -1.58 6.41 -28.42
H13 -4.55 4.54 -28.85
H14 -1.28 7.08 -24.10

The molecule's Löwdin atomic charges, reported in e, are given here: atom 1 (Ba): 2.06, atom 2 (P): 0.14, atom 3 (F): -0.21, atom 4 (F): -0.11, atom 5 (F): -0.17, atom 6 (F): -0.14, atom 7 (F): -0.25, atom 8 (F): -0.12, atom 9 (C): -0.66, atom 10 (F): 0.14, atom 11 (F): 0.15, atom 12 (F): 0.15, atom 13 (S): 0.61, atom 14 (O): -0.26, atom 15 (O): -0.30, atom 16 (N): -0.49, atom 17 (S): 0.54, atom 18 (O): -0.26, atom 19 (O): -0.25, atom 20 (C): -0.68, atom 21 (F): 0.09, atom 22 (F): 0.16, atom 23 (F): 0.14, atom 24 (N): -0.51, atom 25 (S): 0.45, atom 26 (O): -0.25, atom 27 (O): -0.23, atom 28 (F): -0.19, atom 29 (S): 0.49, atom 30 (O): -0.23, atom 31 (O): -0.23, atom 32 (F): -0.23, atom 33 (C): -0.07, atom 34 (O): -0.35, atom 35 (C): -0.21, atom 36 (C): -0.19, atom 37 (O): -0.34, atom 38 (C): -0.08, atom 39 (H): 0.08, atom 40 (H): 0.09, atom 41 (H): 0.10, atom 42 (H): 0.14, atom 43 (H): 0.10, atom 44 (H): 0.12, atom 45 (H): 0.14, atom 46 (H): 0.10, atom 47 (H): 0.10, atom 48 (H): 0.07, atom 49 (C): 0.06, atom 50 (C): -0.23, atom 51 (C): -0.32, atom 52 (O): 0.09, atom 53 (C): 0.07, atom 54 (C): -0.21, atom 55 (C): -0.28, atom 56 (O): -0.01, atom 57 (O): 0.14, atom 58 (O): 0.11, atom 59 (H): 0.14, atom 60 (H): 0.13, atom 61 (H): 0.08, atom 62 (H): 0.11